# 1
130
Properties=species:S:1:pos:R:3 method="wB97M-V/def2-TZVPD" homo_ha="-0.363 / -0.363" e_lumo_ev="-2.959 / -2.960" relative_energy_kj_mol=0.0 energy_ev=-248462.66503 charge=+1
Ti -1.736 -1.003 0.943
Se 4.231 0.955 3.106
P 4.009 0.744 1.024
C 4.191 2.302 0.110
C 4.639 3.430 0.790
C 4.854 4.616 0.104
C 4.630 4.677 -1.264
C 4.182 3.555 -1.945
C 3.957 2.370 -1.261
C 5.150 -0.445 0.275
C 6.236 -0.894 1.011
C 7.139 -1.781 0.440
C 6.951 -2.223 -0.859
C 5.857 -1.783 -1.594
C 4.956 -0.898 -1.031
C 2.367 0.069 0.622
C 1.077 0.526 0.367
N 0.287 -0.577 0.451
N 1.043 -1.631 0.719
N 2.286 -1.273 0.817
P 0.146 2.012 0.023
Se -1.940 1.392 -0.070
C 0.567 2.698 -1.582
C 0.623 1.835 -2.676
C 0.821 2.352 -3.943
C 0.938 3.726 -4.126
C 0.874 4.582 -3.039
C 0.700 4.070 -1.760
C 0.368 3.229 1.315
C -0.531 4.297 1.395
C -0.378 5.246 2.389
C 0.660 5.129 3.309
C 1.536 4.058 3.241
C 1.390 3.103 2.245
H 4.814 3.367 1.857
H 5.207 5.489 0.638
H 4.807 5.600 -1.802
H 4.004 3.598 -3.011
H 3.601 1.506 -1.802
H 6.367 -0.548 2.028
H 7.986 -2.129 1.015
H 7.654 -2.917 -1.301
H 5.704 -2.138 -2.605
H 4.094 -0.584 -1.605
H 0.503 0.764 -2.543
H 0.873 1.681 -4.789
H 1.080 4.126 -5.122
H 0.973 5.651 -3.178
H 0.683 4.739 -0.911
H -1.355 4.373 0.694
H -1.072 6.074 2.453
H 0.777 5.875 4.086
H 2.338 3.946 3.959
H 2.066 2.256 2.242
C -5.115 1.686 1.763
C -5.274 0.983 0.437
C -6.140 1.550 -0.496
C -6.277 1.025 -1.766
C -5.525 -0.082 -2.131
C -4.662 -0.682 -1.227
C -3.836 -1.864 -1.659
C -4.559 -0.164 0.073
N -3.657 -0.788 0.989
C -4.117 -1.184 2.250
C -5.556 -1.543 2.490
C -3.169 -1.254 3.225
C -3.439 -1.619 4.653
N -1.879 -0.950 2.786
C -0.818 -0.561 3.670
C 0.137 -1.513 4.043
C 0.014 -2.951 3.616
C 1.196 -1.105 4.843
C 1.294 0.208 5.273
C 0.317 1.126 4.928
C -0.757 0.761 4.125
C -1.835 1.760 3.807
H -4.769 2.707 1.592
H -4.398 1.204 2.420
H -6.072 1.749 2.283
H -6.700 2.434 -0.214
H -6.955 1.481 -2.475
H -5.611 -0.489 -3.130
H -4.126 -2.181 -2.660
H -3.951 -2.710 -0.981
H -2.770 -1.600 -1.703
H -6.147 -1.426 1.584
H -5.995 -0.912 3.264
H -5.649 -2.578 2.827
H -4.004 -0.832 5.159
H -2.506 -1.759 5.198
H -4.025 -2.536 4.729
H 0.274 -3.077 2.562
H -1.002 -3.323 3.762
H 0.690 -3.574 4.200
H 1.954 -1.825 5.125
H 2.133 0.514 5.884
H 0.385 2.149 5.277
H -1.461 2.775 3.942
H -2.689 1.630 4.478
H -2.198 1.663 2.785
C 1.420 0.244 -7.081
C 1.044 -0.764 -6.029
C -0.278 -0.950 -5.640
C -0.621 -1.925 -4.718
C 0.355 -2.745 -4.162
N -0.076 -3.730 -3.245
C 0.655 -4.758 -2.718
O 1.774 -5.074 -3.039
N -0.053 -5.502 -1.753
C -0.890 -5.002 -0.755
C -1.695 -5.870 -0.017
C -2.504 -5.367 0.986
C -2.511 -4.007 1.229
N -1.739 -3.174 0.526
C -0.943 -3.651 -0.432
C 1.689 -2.554 -4.513
C 2.011 -1.570 -5.435
H 0.616 0.960 -7.255
H 1.626 -0.251 -8.032
H 2.320 0.795 -6.802
H -1.057 -0.336 -6.075
H -1.662 -2.063 -4.443
H -1.071 -3.765 -3.088
H 0.403 -6.380 -1.554
H -1.680 -6.930 -0.236
H -3.131 -6.025 1.571
H -3.133 -3.558 1.995
H -0.305 -2.936 -0.930
H 2.456 -3.183 -4.092
H 3.051 -1.441 -5.713

---

# 2
96
Properties=species:S:1:pos:R:3 method="wB97M-V/def2-TZVPD" homo_ha="-0.328 / -0.306" e_lumo_ev="-1.539 / -1.538" spin_multiplicity=2 energy_ev=-131913.30592 charge=+1
V -0.086 0.529 0.031
C -1.609 -0.682 5.601
N -0.784 -0.042 4.586
C 0.282 0.816 5.111
P -0.611 -0.643 3.089
O -0.219 0.429 2.132
O -2.084 -1.169 2.692
P -2.786 -1.085 1.238
O -1.766 -0.882 0.168
N -3.539 -2.500 0.973
C -3.194 -3.397 -0.119
C -4.609 -2.970 1.838
N -3.927 0.041 1.502
C -4.893 0.296 0.437
C -3.866 1.102 2.498
N 0.313 -1.996 3.066
C 0.653 -2.686 4.305
C 0.077 -2.918 1.957
H -0.993 -1.214 6.332
H -2.303 -1.385 5.146
H -2.186 0.080 6.127
H 0.909 0.265 5.817
H -0.164 1.665 5.631
H 0.913 1.176 4.298
H -2.372 -2.982 -0.695
H -4.058 -3.534 -0.774
H -2.901 -4.375 0.271
H -4.840 -2.226 2.597
H -4.319 -3.899 2.335
H -5.514 -3.159 1.255
H -4.912 -0.534 -0.267
H -4.628 1.210 -0.101
H -5.890 0.404 0.867
H -3.043 0.947 3.190
H -4.799 1.119 3.066
H -3.726 2.067 2.006
H 0.863 -1.971 5.097
H 1.561 -3.264 4.137
H -0.142 -3.367 4.629
H 0.041 -2.379 1.011
H -0.862 -3.469 2.091
H 0.894 -3.635 1.912
N -0.133 0.247 -1.933
C -0.155 0.077 -3.082
N -0.130 -0.119 -4.368
C -1.079 0.571 -5.248
C -0.439 1.848 -5.800
C 1.071 1.653 -6.018
C 1.409 0.186 -6.257
C 1.093 -0.641 -5.011
H -1.985 0.776 -4.680
H -1.340 -0.127 -6.045
H -0.611 2.669 -5.104
H -0.936 2.114 -6.735
H 1.620 2.002 -5.138
H 1.411 2.259 -6.856
H 2.466 0.060 -6.494
H 0.852 -0.194 -7.116
H 1.902 -0.564 -4.284
H 0.950 -1.697 -5.255
C -0.688 5.952 0.829
N -1.280 4.806 0.169
C -1.281 3.573 0.665
N -0.852 3.387 1.921
S -1.863 2.272 -0.278
H -0.810 6.822 0.190
H 0.381 5.799 1.003
H -1.189 6.157 1.777
H -1.549 4.876 -0.797
H -0.272 4.091 2.353
H -0.627 2.428 2.163
C 3.499 0.816 -2.559
C 4.510 1.284 -1.519
C 5.900 0.769 -1.829
O 4.254 0.880 -0.139
P 2.880 0.782 0.666
S 3.250 0.614 2.555
S 1.636 2.237 0.038
O 2.120 -0.536 0.041
C 2.877 -1.705 -0.408
C 3.495 -2.449 0.757
C 1.939 -2.559 -1.243
H 3.921 1.020 -3.546
H 2.547 1.332 -2.466
H 3.321 -0.256 -2.495
H 4.520 2.378 -1.505
H 5.880 -0.301 -2.046
H 6.563 0.940 -0.983
H 6.304 1.286 -2.699
H 3.686 -1.334 -1.038
H 2.738 -2.738 1.481
H 4.231 -1.838 1.274
H 3.986 -3.349 0.381
H 1.371 -3.253 -0.625
H 2.512 -3.148 -1.960
H 1.239 -1.931 -1.792

---

What did the second record say?
96
Properties=species:S:1:pos:R:3 method="wB97M-V/def2-TZVPD" homo_ha="-0.328 / -0.306" e_lumo_ev="-1.539 / -1.538" spin_multiplicity=2 energy_ev=-131913.30592 charge=+1
V -0.086 0.529 0.031
C -1.609 -0.682 5.601
N -0.784 -0.042 4.586
C 0.282 0.816 5.111
P -0.611 -0.643 3.089
O -0.219 0.429 2.132
O -2.084 -1.169 2.692
P -2.786 -1.085 1.238
O -1.766 -0.882 0.168
N -3.539 -2.500 0.973
C -3.194 -3.397 -0.119
C -4.609 -2.970 1.838
N -3.927 0.041 1.502
C -4.893 0.296 0.437
C -3.866 1.102 2.498
N 0.313 -1.996 3.066
C 0.653 -2.686 4.305
C 0.077 -2.918 1.957
H -0.993 -1.214 6.332
H -2.303 -1.385 5.146
H -2.186 0.080 6.127
H 0.909 0.265 5.817
H -0.164 1.665 5.631
H 0.913 1.176 4.298
H -2.372 -2.982 -0.695
H -4.058 -3.534 -0.774
H -2.901 -4.375 0.271
H -4.840 -2.226 2.597
H -4.319 -3.899 2.335
H -5.514 -3.159 1.255
H -4.912 -0.534 -0.267
H -4.628 1.210 -0.101
H -5.890 0.404 0.867
H -3.043 0.947 3.190
H -4.799 1.119 3.066
H -3.726 2.067 2.006
H 0.863 -1.971 5.097
H 1.561 -3.264 4.137
H -0.142 -3.367 4.629
H 0.041 -2.379 1.011
H -0.862 -3.469 2.091
H 0.894 -3.635 1.912
N -0.133 0.247 -1.933
C -0.155 0.077 -3.082
N -0.130 -0.119 -4.368
C -1.079 0.571 -5.248
C -0.439 1.848 -5.800
C 1.071 1.653 -6.018
C 1.409 0.186 -6.257
C 1.093 -0.641 -5.011
H -1.985 0.776 -4.680
H -1.340 -0.127 -6.045
H -0.611 2.669 -5.104
H -0.936 2.114 -6.735
H 1.620 2.002 -5.138
H 1.411 2.259 -6.856
H 2.466 0.060 -6.494
H 0.852 -0.194 -7.116
H 1.902 -0.564 -4.284
H 0.950 -1.697 -5.255
C -0.688 5.952 0.829
N -1.280 4.806 0.169
C -1.281 3.573 0.665
N -0.852 3.387 1.921
S -1.863 2.272 -0.278
H -0.810 6.822 0.190
H 0.381 5.799 1.003
H -1.189 6.157 1.777
H -1.549 4.876 -0.797
H -0.272 4.091 2.353
H -0.627 2.428 2.163
C 3.499 0.816 -2.559
C 4.510 1.284 -1.519
C 5.900 0.769 -1.829
O 4.254 0.880 -0.139
P 2.880 0.782 0.666
S 3.250 0.614 2.555
S 1.636 2.237 0.038
O 2.120 -0.536 0.041
C 2.877 -1.705 -0.408
C 3.495 -2.449 0.757
C 1.939 -2.559 -1.243
H 3.921 1.020 -3.546
H 2.547 1.332 -2.466
H 3.321 -0.256 -2.495
H 4.520 2.378 -1.505
H 5.880 -0.301 -2.046
H 6.563 0.940 -0.983
H 6.304 1.286 -2.699
H 3.686 -1.334 -1.038
H 2.738 -2.738 1.481
H 4.231 -1.838 1.274
H 3.986 -3.349 0.381
H 1.371 -3.253 -0.625
H 2.512 -3.148 -1.960
H 1.239 -1.931 -1.792